The following is a quantum chemistry calculation of a structure of composition C21H14AlN4O8, from the OMol25 dataset.

Computed properties:
**Charge**: -1
**Maximum force**: 0.75 eV/A
**Energy relative to the best compared isomer or geometry (same formula, charge and spin)**: 6.9 kcal/mol
**Highest occupied orbital energy**: -5.57 eV

```
48
Properties=species:S:1:pos:R:3:nbo_charge:R:1
Al -0.69082 0.93574 1.53893 1.978
O -1.45029 0.89752 3.14362 -0.869
C -0.72674 0.66887 4.22500 0.468
C -1.09425 1.28184 5.43267 -0.302
C -0.38456 1.07509 6.59617 -0.178
C 0.71858 0.22284 6.60900 -0.279
C 1.08004 -0.41790 5.44420 -0.141
C 0.39056 -0.21577 4.24501 -0.225
C 0.72188 -1.03009 3.09219 0.161
N 0.31513 -0.71691 1.92488 -0.406
N 0.25070 -1.60854 0.88015 -0.425
C -0.87366 -1.34047 0.25381 0.547
O -1.71017 -0.44631 0.67200 -0.798
C -1.18383 -2.06964 -0.99937 -0.049
C -0.37251 -3.09558 -1.47647 -0.185
C -0.66146 -3.70153 -2.68770 -0.230
C -1.75790 -3.29039 -3.43460 -0.212
C -2.57359 -2.27390 -2.95756 -0.224
C -2.29022 -1.66689 -1.74449 -0.190
H -1.95196 1.94232 5.40923 0.216
H -0.69003 1.57869 7.50546 0.203
H 1.27982 0.06373 7.52064 0.203
H 1.93226 -1.08884 5.43543 0.202
H 1.21374 -1.99081 3.24912 0.181
H 0.48256 -3.39712 -0.88601 0.231
H -0.02801 -4.49919 -3.05652 0.205
H -1.97371 -3.75669 -4.38812 0.204
H -3.43287 -1.94874 -3.53105 0.208
H -2.90239 -0.86023 -1.36464 0.247
O -2.21596 2.13121 -1.60148 -0.635
C -1.07641 1.83802 -1.28450 0.801
O -0.63265 1.67079 -0.09146 -0.851
C -0.03704 1.63029 -2.36987 -0.119
C 1.31425 1.49785 -2.07731 -0.123
C 2.23752 1.35842 -3.09818 -0.208
C 1.79457 1.34415 -4.41288 0.006
C 0.44338 1.45429 -4.72254 -0.197
C -0.46558 1.59906 -3.69405 -0.171
N 2.76371 1.22049 -5.49409 0.531
O 2.35061 1.22270 -6.64244 -0.394
O 3.94242 1.11379 -5.20298 -0.388
H 1.63695 1.51032 -1.04425 0.238
H 3.29419 1.26345 -2.89648 0.243
H 0.13398 1.43168 -5.75616 0.239
H -1.52412 1.69807 -3.88859 0.243
O 2.36580 1.87329 2.94611 -0.414
N 1.50978 2.67712 2.69460 0.353
O 0.52832 2.21392 1.98557 -0.696
```

The following is a quantum chemistry calculation of a structure of composition C21H14AuBrN3O7 in a non-equilibrium geometry, from the OMol25 dataset.

Computed properties:
**Charge**: +1
**Maximum force**: 1.74 eV/A
**Energy relative to the best compared isomer or geometry (same formula, charge and spin)**: 9.4 kcal/mol
**2S+1**: 3
**Highest occupied orbital energy (spin up / spin down)**: -11.17 / -11.77 eV

```
47
Properties=species:S:1:pos:R:3:nbo_charge:R:1
Au -0.11814 -0.30243 -0.02913 1.237
O -6.08600 0.52319 -1.13619 -0.625
C -4.80042 0.32741 -0.84506 0.380
C -4.31198 0.30303 0.46990 -0.298
C -2.96602 0.10210 0.66095 0.126
N -2.16020 -0.06839 -0.37630 -0.488
C -2.58482 -0.04956 -1.63622 0.118
C -3.91141 0.14899 -1.91663 -0.258
C -1.46513 -0.23838 -2.68332 0.744
O -1.75552 -0.15020 -3.85409 -0.575
O -0.30057 -0.49340 -2.18026 -0.769
C -2.25666 0.12179 2.03526 0.745
O -2.89856 0.50482 2.99528 -0.615
O -1.02414 -0.24470 2.00241 -0.793
H -6.62709 0.63325 -0.34826 0.496
H -4.95129 0.43123 1.33419 0.254
H -4.25892 0.17185 -2.93996 0.272
C 3.09376 -1.10097 -0.08664 -0.261
O 2.17407 -0.07275 0.32434 -0.501
C 2.57875 0.78016 1.30047 0.283
C 3.81000 0.72536 1.89548 -0.289
C 4.12783 1.61734 2.93869 -0.004
Br 5.82951 1.49168 3.72229 0.202
C 3.22641 2.54484 3.41688 -0.241
C 1.96951 2.63051 2.82805 -0.077
C 1.64652 1.77996 1.71980 0.498
O 0.52330 1.89532 1.08133 -0.579
C 0.94158 3.50764 3.30445 0.357
N -0.27324 3.51455 2.76831 -0.482
C -1.01594 4.39420 3.48454 0.202
C -2.35869 4.77535 3.35402 -0.201
C -2.82768 5.71286 4.23595 -0.192
C -2.00198 6.27832 5.23560 -0.141
C -0.67965 5.91852 5.38502 -0.235
C -0.20033 4.96232 4.50082 0.134
N 1.02996 4.37468 4.35251 -0.491
H 3.34593 -1.75008 0.75235 0.204
H 3.99187 -0.65037 -0.50782 0.206
H 2.58461 -1.67485 -0.85401 0.240
H 4.55110 0.00192 1.59260 0.263
H 3.50310 3.18010 4.24512 0.240
H -0.07447 2.57558 1.60449 0.526
H -2.98547 4.33689 2.59040 0.243
H -3.85828 6.03373 4.17343 0.237
H -2.42535 7.01305 5.90663 0.236
H -0.05243 6.35952 6.14754 0.237
H 1.83886 4.55576 4.92235 0.437
```

The following is a quantum chemistry calculation of a structure of composition C21H14BCl3F4IrN5O5S in a non-equilibrium geometry, from the OMol25 dataset.

Computed properties:
**Charge**: -1
**Maximum force**: 6.21 eV/A
**Energy relative to the best compared isomer or geometry (same formula, charge and spin)**: 549.9 kcal/mol
**2S+1**: 6
**Highest occupied orbital energy (spin up / spin down)**: -5.35 / -5.10 eV

```
55
Properties=species:S:1:pos:R:3:nbo_charge:R:1
Ir 1.25882 0.39224 -0.37946 1.300
C -0.12407 6.10517 -0.10624 -0.410
C 1.53675 2.75634 -0.48063 0.100
O 2.44852 2.23046 0.13804 -0.472
N -0.15213 4.71954 -0.50191 -0.806
C -0.79982 2.49773 -1.51627 -0.508
C -1.85882 1.98021 -0.62866 0.194
C -3.22247 2.13919 -0.74344 -0.228
C -4.02732 1.60536 0.25787 -0.151
C -3.43789 0.91655 1.29960 -0.258
C -2.05888 0.73553 1.28373 0.096
N -1.28553 1.22544 0.32673 -0.452
H 0.73077 6.61393 -0.57109 0.195
H -0.03857 6.16913 0.97619 0.217
H -1.04529 6.57745 -0.43718 0.219
H -1.83819 4.45927 0.57105 -0.072
H 0.83833 2.90551 -2.34889 0.164
H 1.11347 4.45597 -2.15143 -0.149
H -3.62761 2.71397 -1.56488 0.233
H -5.10171 1.73133 0.21733 0.215
H -4.02373 0.49411 2.10400 0.221
H -1.56311 0.17139 2.06321 0.206
O -1.05082 -1.91881 0.72882 -0.655
C -0.29394 -2.20887 -0.17279 0.814
O 0.36090 -1.32598 -0.91594 -0.725
C -0.05999 -3.64242 -0.57854 -0.206
C -0.63962 -4.62849 0.19470 -0.083
C -0.36630 -5.96656 -0.04969 -0.276
C 0.49294 -6.33306 -1.08389 -0.180
C 1.05931 -5.37142 -1.88935 -0.239
C 0.78995 -4.00871 -1.64895 -0.194
S 1.47983 -2.84952 -2.66594 0.277
H -1.27549 -4.32213 1.01461 0.222
H -0.80414 -6.72892 0.58175 0.202
H 0.72729 -7.37647 -1.24977 0.204
H 1.73091 -5.64364 -2.69151 0.213
N 1.19686 -0.00832 1.56057 -0.267
C 1.18195 -0.17542 2.69764 0.416
C 1.08551 -0.31620 4.09111 -0.225
C 1.45422 -1.49790 4.76562 0.255
N 1.71785 -2.44066 5.37542 -0.189
C 0.55266 0.76308 4.82822 0.252
N 0.11457 1.64180 5.43466 -0.231
Cl 0.36581 3.51499 -1.22090 1.457
C -0.74458 1.83282 -2.89641 -0.168
Cl -1.50707 0.27267 -2.97862 0.076
Cl -1.45519 2.98810 -4.08244 -0.030
C 0.92653 1.63595 -3.23511 0.706
O 1.41858 2.25323 -4.15574 -0.582
O 1.46028 0.74460 -2.50008 -0.736
F 4.06682 -1.97512 2.02060 -0.566
B 3.29040 -2.51285 1.01668 1.348
F 3.90802 -3.60267 0.38568 -0.564
F 2.02679 -2.89439 1.50679 -0.582
F 3.06768 -1.49449 0.00514 -0.595
```

Number 1: E_tot -1872.18884 a.u.. Number 2: E_tot -4209.02991 a.u.. Number 3: E_tot -3765.43000 a.u..